(1)
Computed, not measured: a structure of composition C11H25AgNO2P, with ωB97M-V with the def2-TZVPD basis set.

HOMO (spin up / spin down) ... -11.0 / -10.9 eV
Spin multiplicity ... 2
Net charge ... +1
HOMO-LUMO gap (spin up / spin down) ... 5.52 / 5.30 eV

CARTESIAN COORDINATES (ANGSTROEM)
C (1.7706, -2.8288, 2.5401)
C (1.2820, -1.6225, 1.4897)
N (2.5453, -0.9567, 0.9910)
C (2.2768, 0.1655, 0.0128)
O (0.8209, 0.2756, -0.1664)
C (0.4374, 1.4808, -0.9177)
C (-0.9714, 2.1709, -0.4352)
C (-0.5328, 3.4533, 0.5448)
C (-1.9176, 1.2030, 0.5095)
C (-2.3620, -0.2099, -0.1932)
C (-3.7339, -0.1430, -1.0875)
C (-2.6190, -1.2970, 1.0488)
P (3.1422, -0.4143, -1.6249)
C (2.1860, -1.9270, -2.3863)
O (3.1393, 0.9064, -2.8124)
H (1.7978, -2.3494, 3.6085)
H (0.8852, -3.6284, 2.4983)
H (2.7868, -3.2859, 2.1780)
H (0.5880, -0.9215, 2.1420)
H (0.6759, -2.2018, 0.6415)
H (3.1047, -0.5766, 1.7891)
H (0.2936, 1.1785, -2.0634)
H (1.2721, 2.3159, -0.8787)
H (-1.5314, 2.6413, -1.3553)
H (-0.0440, 3.0492, 1.5553)
H (0.2668, 4.1478, 0.0423)
H (-1.4548, 4.1103, 0.8679)
H (-2.9003, 1.7708, 0.8773)
H (-1.2883, 1.0190, 1.5069)
H (-1.5135, -0.6928, -0.8574)
H (-3.4791, -0.5280, -2.1815)
H (-4.4813, -0.9595, -0.6448)
H (-4.2209, 0.9169, -1.1789)
H (-3.6074, -0.9071, 1.5879)
H (-1.7052, -1.1950, 1.7728)
H (-2.7934, -2.3933, 0.6420)
H (1.0355, -1.9060, -2.1454)
H (2.3521, -2.0019, -3.5652)
H (2.6005, -2.9577, -1.9599)
H (3.9779, 1.4240, -2.5549)
Ag (1.9187, 3.6748, 0.1626)

=====

(2)
Computed, not measured: a structure of composition C18H31F5InN6O4Te, with ωB97M-V with the def2-TZVPD basis set.

HOMO ... -12.2 eV
Net charge ... +1
ΔE to the lowest compared entry with this formula, charge and spin ... 25.51 kcal/mol
HOMO-LUMO gap ... 8.74 eV

CARTESIAN COORDINATES (ANGSTROEM)
In (-0.7997, -1.7172, 0.4671)
N (-2.2452, -0.2759, 1.5140)
C (-2.0724, -0.2830, 2.9739)
C (-1.9123, -1.7202, 3.4458)
N (-0.8285, -2.4248, 2.7323)
C (0.5055, -2.3819, 3.3593)
C (1.3651, -1.2777, 2.7601)
N (1.3786, -1.4554, 1.2993)
H (-2.2681, 0.6643, 1.1318)
H (-3.1390, -0.6975, 1.2486)
H (-2.9245, 0.1697, 3.4839)
H (-1.1902, 0.3105, 3.2204)
H (-2.8363, -2.2677, 3.2552)
H (-1.7310, -1.7346, 4.5232)
H (-1.1142, -3.3893, 2.6046)
H (0.9884, -3.3410, 3.1681)
H (0.4244, -2.2563, 4.4412)
H (2.3683, -1.3251, 3.1870)
H (0.9611, -0.2888, 2.9879)
H (1.7736, -2.3779, 1.0800)
H (1.9469, -0.7480, 0.8450)
C (3.5784, 5.6952, -0.1965)
C (2.1599, 5.5633, 0.3333)
N (1.3647, 4.5807, -0.4154)
C (0.3301, 5.0938, -1.3086)
C (0.8838, 5.8376, -2.5129)
C (1.5945, 3.2836, -0.1435)
O (2.3604, 2.9034, 0.7341)
C (0.9004, 2.2108, -0.9440)
C (0.8981, 2.1288, -2.3318)
C (0.3777, 0.9985, -2.9431)
C (-0.1187, -0.0237, -2.1542)
N (-0.0935, 0.0449, -0.8176)
C (0.3999, 1.1359, -0.2355)
H (4.1377, 6.4094, 0.4073)
H (3.5876, 6.0440, -1.2290)
H (4.0930, 4.7369, -0.1459)
H (1.6265, 6.5124, 0.2718)
H (2.1766, 5.2577, 1.3794)
H (-0.3084, 5.7595, -0.7217)
H (-0.3041, 4.2674, -1.6246)
H (1.4561, 6.7143, -2.2118)
H (0.0666, 6.1785, -3.1481)
H (1.5404, 5.2020, -3.1083)
H (1.3136, 2.9334, -2.9240)
H (0.3601, 0.8990, -4.0185)
H (-0.5525, -0.9196, -2.5792)
H (0.4409, 1.1509, 0.8486)
F (-3.3821, -4.6394, -1.5106)
Te (-3.5959, -2.8718, -0.9154)
F (-4.5517, -1.3892, -0.1809)
F (-4.3027, -2.4675, -2.5540)
F (-5.1202, -3.6781, -0.2130)
F (-2.4530, -1.2287, -1.1595)
O (-2.5022, -3.0776, 0.5488)
O (1.6351, -4.2173, 0.6824)
C (0.9384, -4.3311, -0.3093)
C (0.8719, -5.5339, -1.2277)
C (-0.0983, -5.1061, -2.3263)
C (-0.6445, -3.8035, -1.8064)
O (-1.6182, -3.2084, -2.2731)
N (0.0563, -3.3538, -0.7382)
H (0.4988, -6.3749, -0.6416)
H (1.8711, -5.7945, -1.5712)
H (-0.9236, -5.7894, -2.5147)
H (0.4004, -4.9159, -3.2780)

=====

(3)
Computed, not measured: an isolated molecule of C10H10ClN3O2S, with ωB97M-V with the def2-TZVPD basis set.

HOMO ... -9.3 eV
SMILES ... O=S(=O)(NCc1ccc(Cl)cc1)c1cnc[nH]1
ΔE to the lowest compared entry with this formula, charge and spin ... 0.00 kcal/mol
HOMO-LUMO gap ... 9.80 eV

CARTESIAN COORDINATES (ANGSTROEM)
O (2.2468, 2.1158, -1.6398)
S (1.4016, 1.1670, -0.9894)
O (0.2079, 0.7373, -1.6716)
N (1.0852, 1.7957, 0.5276)
H (0.7560, 2.7444, 0.4317)
C (0.2860, 0.9722, 1.4178)
C (-1.0394, 0.5507, 0.8359)
C (-1.3331, -0.7915, 0.6391)
C (-2.5315, -1.1800, 0.0687)
C (-3.4450, -0.2117, -0.3137)
C (-3.1739, 1.1333, -0.1200)
C (-1.9750, 1.5054, 0.4568)
H (-1.7638, 2.5542, 0.6075)
H (-3.8933, 1.8782, -0.4215)
Cl (-4.9386, -0.6868, -1.0358)
H (-2.7555, -2.2242, -0.0843)
H (-0.6181, -1.5454, 0.9378)
H (0.1359, 1.5371, 2.3425)
H (0.8894, 0.0907, 1.6523)
C (2.2555, -0.3235, -0.5872)
C (3.3930, -0.6902, 0.0841)
N (3.4982, -2.0395, 0.0940)
C (2.4583, -2.4938, -0.5551)
N (1.6662, -1.4908, -0.9861)
H (0.8070, -1.5073, -1.5160)
H (2.2542, -3.5317, -0.7251)
H (4.1263, -0.0655, 0.5498)

=====

(4)
Computed, not measured: a structure of composition C24H27AsN2PSZr, with ωB97M-V with the def2-TZVPD basis set.

HOMO ... -16.9 eV
Net charge ... +3
ΔE to the lowest compared entry with this formula, charge and spin ... 0.00 kcal/mol
HOMO-LUMO gap ... 6.82 eV

CARTESIAN COORDINATES (ANGSTROEM)
Zr (0.2639, 0.9663, 0.3693)
C (2.5302, 4.2595, -1.2379)
C (2.9009, 4.2242, 0.1034)
C (2.9816, 3.0122, 0.7811)
C (2.7316, 1.8221, 0.0998)
C (2.3391, 1.8648, -1.2594)
C (2.2410, 3.0829, -1.9225)
P (2.6882, 0.1751, 0.8694)
C (4.2573, -0.6651, 0.8267)
C (4.2884, -2.0438, 1.0487)
C (5.5099, -2.6935, 1.0691)
C (6.6820, -1.9760, 0.8572)
C (6.6439, -0.6062, 0.6274)
C (5.4302, 0.0609, 0.6123)
C (1.9963, 0.5031, 2.5226)
C (2.6678, 0.3820, 3.7292)
C (1.9666, 0.6065, 4.9103)
C (0.6138, 0.9361, 4.8870)
C (-0.0654, 1.0436, 3.6805)
C (0.6104, 0.8325, 2.4740)
H (2.4765, 5.2087, -1.7550)
H (3.1378, 5.1452, 0.6204)
H (3.2571, 2.9880, 1.8294)
H (2.2096, 0.9339, -1.8139)
H (1.9716, 3.1121, -2.9704)
H (3.3744, -2.6032, 1.2085)
H (5.5509, -3.7598, 1.2437)
H (7.6332, -2.4908, 0.8684)
H (7.5603, -0.0571, 0.4607)
H (5.4026, 1.1283, 0.4323)
H (3.7146, 0.1031, 3.7520)
H (2.4785, 0.5174, 5.8597)
H (0.0868, 1.0991, 5.8179)
H (-1.1235, 1.2814, 3.6877)
N (-0.4212, 3.8986, 1.4783)
C (-1.0031, 5.0584, 1.1722)
C (-1.4365, 4.9820, -0.1429)
C (-1.0782, 3.7155, -0.5641)
N (-0.4537, 3.0414, 0.4286)
H (-0.0301, 3.6058, 2.3623)
H (-1.0802, 5.8540, 1.8969)
H (-1.9520, 5.7427, -0.7032)
H (-1.2377, 3.2511, -1.5263)
C (-1.6210, -3.1347, 1.3189)
As (-1.9809, -2.4625, -0.4354)
C (-0.8351, -3.2566, -1.7447)
C (-3.8162, -2.6793, -0.9161)
S (-1.6804, -0.2832, -0.4405)
H (-1.8544, -4.1997, 1.3387)
H (-2.2486, -2.6045, 2.0324)
H (-0.5680, -2.9844, 1.5493)
H (-1.0771, -4.3194, -1.7935)
H (0.2051, -3.1283, -1.4538)
H (-1.0240, -2.7917, -2.7103)
H (-4.0359, -3.7469, -0.9509)
H (-3.9762, -2.2340, -1.8964)
H (-4.4411, -2.1914, -0.1707)

=====

(5)
Computed, not measured: an isolated molecule of C4H8N2O, with ωB97M-V with the def2-TZVPD basis set.

HOMO ... -9.7 eV
SMILES ... C[C@@]1(C(N)=O)CN1
ΔE to the lowest compared entry with this formula, charge and spin ... 32.43 kcal/mol
HOMO-LUMO gap ... 10.64 eV

CARTESIAN COORDINATES (ANGSTROEM)
C (-0.1450, 0.8852, -1.1936)
C (0.2203, -0.2053, -0.2000)
C (1.4664, -0.9719, -0.3441)
N (1.3222, 0.0083, 0.7443)
C (-0.9981, -0.8718, 0.4058)
O (-1.4632, -1.9150, -0.0013)
N (-1.5654, -0.0965, 1.3872)
H (0.6877, 1.5852, -1.2951)
H (-0.3525, 0.4809, -2.1866)
H (-1.0225, 1.4628, -0.8838)
H (1.4837, -2.0185, -0.0439)
H (2.1086, -0.7108, -1.1840)
H (1.8168, 0.8690, 0.5106)
H (-0.9395, 0.4947, 1.9139)
H (-2.2966, -0.5242, 1.9313)

=====

(6)
Computed, not measured: a structure of composition C41H38AsCaN4S, with ωB97M-V with the def2-TZVPD basis set.

HOMO ... -4.4 eV
Net charge ... -1
ΔE to the lowest compared entry with this formula, charge and spin ... 0.00 kcal/mol
HOMO-LUMO gap ... 6.88 eV

CARTESIAN COORDINATES (ANGSTROEM)
Ca (-0.9483, -0.6032, 0.2396)
C (1.7601, -2.7013, 0.5190)
N (0.3447, -2.7453, 0.8965)
C (-0.3066, -3.8592, 0.1819)
C (0.1070, -2.8427, 2.3311)
C (1.0263, -3.4505, 3.1660)
C (0.8492, -3.4692, 4.5478)
C (-0.2587, -2.8301, 5.0770)
C (-1.2026, -2.2390, 4.2463)
C (-1.0942, -2.2775, 2.8450)
N (-1.9757, -1.7353, 1.9266)
C (-3.3209, -1.5056, 2.1417)
C (-4.0880, -1.8613, 3.2671)
C (-5.4388, -1.5431, 3.3671)
C (-6.0976, -0.8701, 2.3544)
C (-5.3855, -0.5871, 1.1907)
C (-4.0501, -0.9121, 1.0690)
N (-3.3699, -0.7761, -0.2160)
C (-3.5382, -2.0439, -0.9617)
C (-3.8125, 0.3521, -1.0371)
H (2.2511, -3.6766, 0.6307)
H (1.8257, -2.4147, -0.5322)
H (2.2868, -1.9703, 1.1307)
H (0.1836, -4.8071, 0.4344)
H (-1.3514, -3.9097, 0.4852)
H (-0.2524, -3.6817, -0.8931)
H (1.9118, -3.8995, 2.7351)
H (1.5805, -3.9429, 5.1894)
H (-0.3929, -2.7665, 6.1506)
H (-2.0080, -1.6775, 4.6900)
H (-3.6315, -2.4082, 4.0738)
H (-5.9761, -1.8264, 4.2653)
H (-7.1404, -0.5964, 2.4432)
H (-5.8911, -0.1175, 0.3564)
H (-4.5791, -2.1562, -1.2895)
H (-2.8908, -2.0691, -1.8383)
H (-3.2860, -2.8741, -0.3044)
H (-4.8267, 0.2119, -1.4299)
H (-3.7799, 1.2636, -0.4428)
H (-3.1375, 0.4564, -1.8898)
S (-0.5574, -1.2148, -2.6029)
C (1.0718, -1.3767, -3.2807)
C (1.3093, -2.2979, -4.3114)
C (2.5634, -2.4434, -4.8820)
C (3.6322, -1.6697, -4.4435)
C (3.4223, -0.7500, -3.4267)
C (2.1613, -0.5967, -2.8549)
As (1.8153, 0.5714, -1.3490)
C (3.6250, 1.2615, -1.0151)
C (4.2320, 2.2811, -1.7453)
C (5.5351, 2.6713, -1.4613)
C (6.2500, 2.0470, -0.4452)
C (5.6524, 1.0347, 0.2920)
C (4.3456, 0.6513, 0.0081)
C (1.0856, 2.1513, -2.2489)
C (0.4462, 2.0697, -3.4798)
C (-0.0895, 3.2135, -4.0619)
C (0.0149, 4.4417, -3.4213)
C (0.6536, 4.5240, -2.1896)
C (1.1808, 3.3808, -1.6037)
H (0.4798, -2.9039, -4.6552)
H (2.7080, -3.1707, -5.6725)
H (4.6153, -1.7795, -4.8837)
H (4.2511, -0.1485, -3.0763)
H (3.6860, 2.7773, -2.5390)
H (5.9926, 3.4662, -2.0377)
H (7.2647, 2.3553, -0.2258)
H (6.1971, 0.5492, 1.0923)
H (3.8852, -0.1315, 0.6001)
H (0.3532, 1.1118, -3.9774)
H (-0.5909, 3.1372, -5.0191)
H (-0.4044, 5.3305, -3.8765)
H (0.7274, 5.4716, -1.6704)
H (1.6514, 3.4553, -0.6296)
N (-0.7985, 6.5548, 3.5287)
C (-0.7937, 5.5254, 3.0138)
C (-0.7838, 4.2246, 2.3664)
C (-1.4235, 4.0463, 1.1424)
C (-1.3910, 2.7965, 0.5367)
C (-0.7468, 1.6665, 1.0836)
C (-0.1340, 1.9165, 2.3296)
C (-0.1308, 3.1516, 2.9675)
H (-1.9290, 4.8838, 0.6747)
H (-1.8750, 2.7242, -0.4371)
H (0.3824, 1.1088, 2.8487)
H (0.3619, 3.2933, 3.9221)